{
  "formula": "C4H6OS",
  "method": "wB97M-V/def2-TZVPD",
  "gap_ev": 7.905,
  "fmax_ev_per_a": 2.264,
  "de_lowest_ev": 2.216,
  "charge": 0,
  "species": ["O", "C", "C", "C", "C", "S", "H", "H", "H", "H", "H", "H"],
  "coordinates": [[2.161799, -1.196459, -0.324040], [1.515190, 0.010689, -0.074500], [0.044360, -0.226180, 0.207126], [-0.806522, 0.736552, -0.132096], [-2.189750, 0.455292, -0.111511], [-2.837849, -1.056735, -0.142304], [1.910361, -1.724329, 0.450675], [1.907861, 0.569467, 0.772343], [1.634865, 0.623429, -0.939205], [-0.124904, -1.139325, 0.760202], [-0.362862, 1.636857, -0.480553], [-2.852552, 1.310737, 0.013860]],
  "forces_ev_per_angstrom": [[0.19, -0.71, 0.80], [-1.01, 0.25, 0.52], [2.11, 0.79, -0.19], [0.44, -1.66, 0.08], [-1.93, -0.44, 0.65], [0.16, 0.96, -0.08], [0.55, -0.38, -0.49], [0.54, 0.01, 0.31], [0.07, 0.46, -0.67], [-0.78, -0.10, -0.25], [-0.19, 0.87, -0.44], [-0.15, -0.05, -0.24]]
}